1.
The following is a DFT calculation (the ωB97M-V functional and the def2-TZVPD basis) of C4H5NO in the gas phase.

Structure (XYZ):
```
11
Properties=species:S:1:pos:R:3:forces:R:3:lowdin_charge:R:1
N 0.805 0.503 0.958 0.086 0.346 0.340 -0.09
C 1.042 1.748 1.300 -0.041 -0.394 -0.356 0.01
C 0.305 0.053 -0.325 -0.002 0.075 -0.139 -0.19
C -0.225 -1.327 -0.539 0.151 -0.236 -0.195 -0.14
O -1.232 -1.270 0.485 -0.063 -0.053 0.159 0.00
C -1.146 -0.239 -0.509 -0.211 0.225 -0.185 -0.14
H 0.874 -0.214 1.672 -0.003 0.042 -0.107 0.12
H 0.845 2.341 0.374 0.058 -0.021 0.179 0.00
H 0.826 0.505 -1.169 -0.122 -0.022 0.124 0.15
H -0.075 -2.167 -1.202 0.022 0.141 0.155 0.14
H -1.974 0.097 -1.112 0.124 -0.102 0.024 0.15
```
Forces are in eV/Å.

The calculation puts the LUMO energy at 0.898 eV. The net charge is 0. Its total energy is -7760.8866 eV. For the max |F|, the calculation gives 0.53 eV/Å.

---

2.
The following is a DFT calculation (the ωB97M-V functional and the def2-TZVPD basis) of 13 unconnected molecules or ions with the total composition C23H53BrN6O21.

Structure (XYZ):
```
104
Properties=species:S:1:pos:R:3:forces:R:3:lowdin_charge:R:1
C 13.572 19.120 19.744 0.096 0.397 0.147 0.02
C 14.603 19.716 20.668 0.429 -0.848 0.272 -0.56
O 14.704 19.445 21.862 -0.473 -0.410 0.308 0.02
N 15.473 20.526 20.105 2.097 1.492 -0.393 0.03
H 15.567 18.346 23.035 0.146 0.452 -0.171 0.06
H 15.377 20.630 19.105 0.511 0.192 0.153 0.12
C 16.692 20.983 20.890 -1.406 -0.567 -0.338 -0.02
H 13.049 19.936 19.235 -0.235 -0.228 0.120 0.09
H 12.959 18.585 20.435 -0.939 -0.432 -0.042 0.08
H 13.966 18.449 18.972 0.244 0.195 0.349 0.08
H 17.347 21.631 20.315 -0.101 -0.291 -0.406 0.07
H 17.203 20.093 21.289 -0.069 0.448 -0.226 0.08
H 16.333 21.577 21.728 -0.013 -0.128 0.124 0.08
C 20.933 5.435 12.546 -1.510 0.773 -0.192 0.01
C 20.478 6.116 13.819 -0.073 1.432 -0.640 -0.51
O 21.222 6.235 14.793 -0.997 -0.245 -0.542 0.03
N 19.230 6.697 13.738 -0.485 0.685 0.535 0.00
H 18.709 6.828 12.871 0.861 -0.629 0.213 0.13
H 10.292 8.938 20.790 -0.754 -0.316 0.932 0.13
C 18.645 7.497 14.851 3.047 -0.828 0.067 -0.05
H 21.330 4.513 12.799 0.527 -2.072 0.479 0.06
H 21.707 5.907 12.008 1.168 1.215 -0.074 0.07
H 20.161 5.346 11.789 -0.424 -0.317 0.201 0.08
H 19.308 8.356 15.111 -0.711 -0.472 -0.299 0.10
H 18.632 6.836 15.695 -0.055 -0.142 0.720 0.08
H 17.659 7.757 14.633 -1.430 0.651 -0.580 0.06
C 13.272 14.503 5.654 0.587 -0.738 -1.117 0.01
C 14.562 14.232 6.432 -1.890 0.356 0.075 -0.54
O 14.930 13.112 6.736 0.432 -0.674 -0.239 0.04
N 15.102 15.335 6.913 1.240 1.022 0.627 0.04
H 14.674 16.199 6.684 -0.149 0.825 -0.136 0.10
H 16.279 20.411 7.400 -0.884 -0.156 0.675 0.14
C 16.352 15.341 7.634 1.525 -0.144 -1.735 -0.05
H 13.291 15.254 4.857 0.576 0.066 0.244 0.08
H 12.480 14.800 6.300 -0.559 0.088 0.842 0.07
H 13.006 13.574 5.171 -0.238 -0.267 -0.005 0.08
H 16.367 14.493 8.272 0.203 -0.761 0.628 0.06
H 16.574 16.226 8.199 -0.639 0.539 0.202 0.07
H 17.231 15.260 6.904 -1.101 -0.147 0.866 0.12
C 3.850 14.727 11.078 -0.100 -1.672 0.274 -0.02
C 4.383 16.012 10.615 2.028 0.953 -0.702 -0.60
O 5.090 16.688 11.364 -0.789 -0.302 -0.022 0.02
N 4.280 16.328 9.303 2.121 3.302 1.167 0.04
H 3.819 15.705 8.727 -0.787 -1.101 -1.589 0.09
H 13.836 4.082 10.023 -0.011 0.052 -0.003 0.23
C 5.294 17.419 8.794 -1.451 -3.984 -0.456 0.01
H 3.212 14.092 10.426 0.303 0.803 0.164 0.09
H 3.339 14.990 11.981 -0.485 -0.377 0.695 0.08
H 4.738 14.113 11.353 -0.627 0.418 -0.076 0.11
H 6.169 16.826 8.506 0.129 0.444 0.079 0.08
H 5.519 18.071 9.578 0.087 0.901 1.083 0.05
H 4.886 17.867 7.924 -0.429 0.615 -0.618 0.06
C 24.391 6.174 15.193 0.038 -0.276 0.084 0.00
C 24.589 7.531 14.624 0.335 -0.629 0.803 -0.65
O 25.587 8.148 14.840 2.789 1.408 0.418 0.06
N 23.583 8.089 14.010 -2.270 -1.219 -1.006 -0.01
H 22.757 7.503 13.992 -0.121 0.441 -0.109 0.10
H 18.932 18.291 16.651 -0.522 -0.064 0.099 0.14
C 23.515 9.434 13.598 0.111 1.598 -0.827 -0.09
H 25.403 5.867 15.432 -0.014 -0.393 0.163 0.08
H 23.939 5.471 14.456 -0.133 0.423 1.062 0.09
H 23.853 6.401 16.148 0.002 -0.978 -0.863 0.11
H 22.589 9.462 12.997 0.652 0.578 -0.146 0.08
H 24.445 9.817 13.047 -1.408 -0.875 0.555 0.11
H 23.370 10.123 14.441 0.098 -0.114 -0.024 0.08
C 15.210 14.853 18.533 -0.152 0.963 -0.322 -0.01
C 14.757 13.565 17.905 -0.635 0.680 1.700 -0.56
O 14.225 12.673 18.561 0.650 0.240 -1.204 0.04
N 15.121 13.536 16.595 -0.478 -2.645 0.005 0.00
H 15.181 14.381 16.089 0.237 0.648 -0.383 0.11
H 12.588 13.488 10.120 1.484 0.068 -0.545 0.12
C 14.953 12.240 15.922 -0.229 -0.887 1.391 -0.07
H 16.264 14.692 18.675 0.720 0.316 -0.071 0.08
H 14.840 15.173 19.504 -0.550 -0.568 -0.079 0.08
H 15.041 15.679 17.817 0.367 -0.185 0.362 0.08
H 15.864 11.592 16.035 -0.801 0.550 0.359 0.09
H 14.849 12.314 14.863 -0.536 0.435 -0.701 0.06
H 14.053 11.741 16.432 1.396 0.468 -1.066 0.11
Br 12.423 16.611 10.069 0.076 -0.031 -0.133 0.04
O 8.698 8.018 19.322 -0.320 0.262 -1.399 0.16
C 8.716 7.805 20.598 2.358 -1.920 5.224 -0.64
O 9.671 8.464 21.407 -0.547 0.694 -3.328 0.09
O 8.162 6.894 21.169 -0.870 0.719 -0.979 0.10
H 8.157 7.249 19.042 0.140 0.572 -0.451 0.16
O 17.403 19.181 15.262 -1.512 0.159 0.135 0.11
C 17.083 18.780 16.521 0.887 -1.327 -0.870 -0.68
O 16.009 18.759 17.013 -1.661 0.806 0.213 0.13
O 18.087 18.181 17.127 1.646 0.250 0.254 0.16
H 16.511 19.295 14.841 1.117 0.207 0.213 0.15
O 17.672 18.918 23.627 -0.489 -2.139 1.541 0.02
C 17.046 17.686 24.168 -0.391 2.090 -1.815 -0.54
O 15.813 17.610 23.622 1.376 -0.742 1.104 0.12
O 17.547 16.901 24.912 -0.208 0.883 -0.529 0.13
H 18.490 19.094 24.133 -0.541 -0.426 -0.257 0.11
O 14.772 11.660 9.054 -0.668 -0.262 1.792 0.13
C 13.918 12.111 9.995 1.087 -0.756 0.259 -0.60
O 13.703 11.491 11.017 -0.453 1.254 -1.429 0.10
O 13.449 13.355 9.625 -1.576 -0.994 1.267 0.03
H 14.943 12.379 8.454 0.135 0.625 -1.454 0.04
O 13.819 19.609 8.923 -1.279 -1.428 1.018 0.13
C 14.823 19.334 8.159 1.241 3.030 -1.889 -0.66
O 15.534 20.530 8.037 0.502 -1.610 -0.376 0.09
O 15.008 18.346 7.507 0.508 -0.632 0.146 0.10
H 13.334 18.745 8.965 -0.133 0.666 0.442 0.02
```
Forces are in eV/Å.

The calculation puts the LUMO energy at -7.764 eV. The net charge is 0. Its total energy is -146686.1545 eV. For the max |F|, the calculation gives 6.04 eV/Å.

---

3.
The following is a DFT calculation (the ωB97M-V functional and the def2-TZVPD basis) of 2 unconnected molecules or ions with the total composition C3H10S2.

Structure (XYZ):
```
15
Properties=species:S:1:pos:R:3:forces:R:3:lowdin_charge:R:1
S -1.968 -0.844 -2.662 -0.082 0.175 -0.099 0.22
S -3.490 0.594 -2.823 0.112 0.056 -0.159 0.23
H -1.083 0.081 -2.268 0.049 -0.095 0.126 -0.23
H -4.490 -0.280 -2.700 -0.072 -0.131 0.141 -0.22
C 2.200 -0.263 0.586 0.150 0.018 -0.567 -0.13
C 0.742 0.110 0.405 -0.828 -0.212 0.101 -0.34
C 0.000 0.286 1.726 0.583 0.173 0.284 -0.13
H 2.710 0.428 1.254 -0.015 0.004 0.186 0.07
H 2.720 -0.199 -0.375 0.031 -0.127 0.077 0.07
H 2.315 -1.283 0.958 -0.014 0.112 0.103 0.07
H 0.201 -0.654 -0.169 0.285 -0.029 -0.012 0.08
H 0.626 1.026 -0.175 0.218 0.157 -0.041 0.09
H -1.048 0.540 1.587 -0.047 0.030 0.007 0.07
H 0.072 -0.611 2.341 -0.129 -0.179 -0.061 0.07
H 0.493 1.070 2.315 -0.242 0.048 -0.087 0.07
```
Forces are in eV/Å.

As for the SMILES: CCC.SS. The calculation puts the LUMO energy at 0.239 eV. The net charge is 0. Its total energy is -24943.3337 eV. For the max |F|, the calculation gives 0.86 eV/Å.

---

The calculation returns the following relative energy (zero: lowest compared OMol25 entry of this formula, charge and spin) values, one per record and in order: 5.640; 0.000; 0.363 eV.